{
  "formula": "C6H9NO",
  "method": "ωB97M-V with the def2-TZVPD basis set",
  "homo_energy_ev": -9.040,
  "max_force_ev_per_a": 9.8,
  "homo_lumo_gap_ev": 9.358,
  "e_above_lowest_kj_mol": 1044.5,
  "symbols": ["C", "C", "C", "C", "C", "C", "H", "H", "H", "H", "H", "H", "H", "H", "H", "N", "O"],
  "xyz": [[-1.1998, 1.9072, 0.2368], [-1.1030, 0.3865, -0.3966], [0.2625, -0.3047, -0.0235], [0.5315, -1.6972, -0.4422], [1.5865, 0.4566, -0.0128], [2.8182, 0.8517, -0.0128], [-2.0359, 1.9653, 1.3783], [-1.5427, 2.8961, -0.8236], [0.1345, 1.9650, 0.4254], [-0.7747, 0.6373, -1.5036], [-2.9687, -0.1827, -0.6364], [-0.2446, -2.3611, -0.6827], [1.8332, -1.7924, -0.6537], [-0.7575, -1.3099, 1.1783], [3.7036, 1.5212, -0.5012], [0.2807, -1.1663, 0.9063], [-2.0859, -0.5970, -0.0772]],
  "atomic_forces_ev_per_a": [[0.81, 0.16, -0.07], [2.82, 2.29, -1.26], [0.76, 6.12, -5.02], [4.57, 0.41, 0.38], [5.25, 2.50, -0.78], [-4.35, 0.27, -1.98], [3.01, 0.03, -3.84], [0.90, -3.22, 3.68], [-4.41, 0.92, -0.04], [-1.91, -0.84, 1.40], [3.48, -2.11, 2.59], [-0.50, -0.72, -1.24], [-4.50, -0.55, 0.52], [2.31, -0.54, -0.23], [-2.51, -2.23, 1.88], [-2.23, -5.87, 7.49], [-3.50, 3.38, -3.51]]
}